(1)
The following is a DFT calculation (wB97M-V/def2-TZVPD) of a structure of composition AsF6H30O15.

Each line ends with the natural charge from an NBO analysis.
Positions of all 52 atoms, in Å:
As 2.17701 -24.38741 -3.33987  2.84
F 2.96072 -23.38148 -4.56842  -0.63
F 0.61617 -23.99076 -3.97807  -0.64
F 1.41946 -25.38998 -2.10379  -0.63
F 3.73038 -24.74564 -2.64409  -0.62
F 2.00902 -23.04138 -2.24060  -0.64
F 2.25124 -25.76922 -4.41992  -0.63
O 4.59430 -21.67444 -2.25837  -0.97
H 4.86502 -20.82111 -2.60683  0.48
H 4.10242 -22.08624 -2.97883  0.50
O -1.23111 -22.75802 -6.92147  -0.98
H -2.03375 -23.18007 -7.23754  0.46
H -1.42189 -22.52487 -5.98688  0.50
O 5.54300 -25.46640 -5.02006  -0.97
H 4.65939 -25.83906 -4.90107  0.50
H 6.13846 -26.20639 -4.87534  0.48
O -2.46760 -22.04489 -4.65697  -0.94
H -3.24290 -22.32873 -5.15339  0.47
H -2.53794 -22.50020 -3.81121  0.49
O -0.88232 -26.17089 -4.64051  -0.96
H -0.48444 -25.30710 -4.79142  0.49
H -0.98357 -26.22146 -3.68566  0.47
O 4.73650 -22.88880 0.22833  -0.98
H 5.29527 -22.17524 0.54241  0.46
H 4.33958 -22.54482 -0.58916  0.51
O 4.39055 -25.90286 -0.24915  -0.97
H 4.60966 -25.80987 -1.17833  0.47
H 4.46900 -25.00949 0.10877  0.49
O 1.11535 -20.98433 -4.37486  -0.94
H 0.56732 -20.39994 -4.90547  0.46
H 0.52620 -21.70157 -4.11865  0.47
O 1.51155 -22.40871 -7.80825  -0.99
H 0.60279 -22.36332 -7.47077  0.48
H 2.05192 -22.92515 -7.17749  0.49
O 3.37651 -28.96785 -3.07533  -0.94
H 2.63257 -28.60171 -3.56660  0.48
H 3.39256 -29.89882 -3.31372  0.46
O 0.08078 -21.03739 -1.05630  -0.95
H 0.18398 -20.28340 -0.46981  0.46
H 0.90129 -21.53624 -0.96304  0.49
O 0.47122 -26.63630 -7.43042  -0.94
H -0.43176 -26.35624 -7.59766  0.46
H 0.72812 -26.16099 -6.63308  0.48
O 5.80076 -22.71981 -6.17396  -0.96
H 5.55868 -23.61999 -5.91229  0.49
H 6.76042 -22.70875 -6.13155  0.46
O 0.73886 -25.27510 0.44315  -0.96
H 1.05416 -25.14802 -0.47182  0.49
H 0.05568 -24.60945 0.55980  0.45
O 3.34409 -24.39498 -6.97647  -0.96
H 4.21143 -24.33417 -7.38589  0.47
H 3.48438 -24.07567 -6.06206  0.48

Properties
HOMO-LUMO gap, eV: 9.25
LUMO, eV: 2.04
Energy relative to the best compared isomer or geometry (same formula, charge and spin), kJ/mol: 173.0
HOMO level, eV: -7.2
F_max, eV/A: 1.106
DFT total energy, a.u.: -3981.8014
Net charge: -1

---

(2)
The following is a DFT calculation (wB97M-V/def2-TZVPD) of a structure of composition AsF6H82O41.

Each line ends with the Mulliken charge.
Positions of all 130 atoms, in Å:
As 0.07980 -0.12421 -0.16603  2.29
F -0.42237 1.29865 0.72698  -0.65
F 1.76561 0.51440 -0.25493  -0.40
F 0.65341 -1.49878 -1.21968  -0.52
F -1.60371 -0.75837 -0.14038  -0.55
F -0.25171 0.70686 -1.74420  -0.57
F 0.55159 -1.02193 1.35296  -0.82
O 1.19790 -5.68502 1.33215  -0.67
H 1.61425 -5.13593 0.66778  0.27
H 0.29154 -5.37878 1.36303  0.46
O 5.35460 -3.56479 -0.31542  -0.65
H 4.95630 -2.70588 -0.17446  0.46
H 5.08923 -3.80983 -1.20185  0.33
O -1.46235 -3.79550 -2.06183  -0.55
H -1.66864 -2.87132 -2.20167  0.28
H -2.03772 -4.26399 -2.66656  0.27
O 3.77971 1.83782 -2.57930  -0.48
H 3.87480 1.00001 -3.03234  0.27
H 2.93135 1.77820 -2.14004  0.15
O -6.06483 -0.46692 -0.01230  -0.71
H -5.36840 -0.50266 0.64340  0.44
H -5.83121 0.27485 -0.57035  0.38
O 2.72909 3.52903 -4.48409  -0.68
H 3.38027 2.92004 -4.13577  0.37
H 1.92107 3.30683 -4.02154  0.33
O -4.23868 -0.33710 2.20331  -0.60
H -3.69274 -1.09067 2.42764  0.21
H -4.83312 -0.24140 2.94742  0.27
O 4.67050 -4.10041 -2.99826  -0.58
H 4.57768 -3.16710 -3.18938  0.30
H 5.22190 -4.43641 -3.70487  0.24
O -0.33915 -2.22874 5.38402  -0.59
H -0.89972 -2.85776 4.92979  0.34
H -0.37170 -2.49753 6.30213  0.28
O -3.87256 0.38032 -2.92344  -0.74
H -4.25566 0.81101 -2.15927  0.41
H -3.42293 1.08210 -3.39416  0.36
O -2.45442 3.74619 3.41684  -0.71
H -2.87097 4.59002 3.24166  0.29
H -2.80399 3.16176 2.74419  0.39
O 2.39538 -3.37120 -5.46872  -0.54
H 2.03749 -4.24060 -5.28901  0.28
H 2.82178 -3.45871 -6.32122  0.25
O -2.87645 -0.32452 5.58894  -0.57
H -2.37375 -0.07566 4.81332  0.24
H -3.50817 0.38544 5.70347  0.32
O 1.52841 3.82880 -1.47478  -0.47
H 0.94718 3.29629 -0.93180  0.20
H 2.22292 4.10967 -0.87897  0.19
O -5.49422 -1.79257 -3.49321  -0.64
H -4.96858 -1.07844 -3.13272  0.39
H -5.86596 -2.22788 -2.72603  0.31
O 1.49935 -4.75154 -1.50037  -0.41
H 2.00457 -4.50344 -2.27460  0.22
H 0.59571 -4.52573 -1.72098  0.17
O -2.59613 2.60974 -4.26192  -0.68
H -1.65045 2.73421 -4.18164  0.35
H -2.74093 2.46769 -5.19738  0.25
O 0.17838 2.32795 -4.07070  -0.61
H 0.07995 1.61820 -3.43603  0.31
H 0.55957 1.90883 -4.84222  0.35
O -0.18212 5.35568 -2.84122  -0.70
H 0.19253 5.43328 -3.71863  0.28
H 0.47946 4.87994 -2.33901  0.40
O 2.17334 3.89952 1.33954  -0.54
H 2.36464 3.21903 1.98497  0.25
H 1.50934 4.44739 1.75808  0.27
O -4.73569 4.85370 -0.04548  -0.63
H -3.97595 4.52677 -0.52729  0.43
H -4.36798 5.45121 0.60568  0.26
O -2.34432 -3.23754 -5.34329  -0.67
H -1.84343 -2.63240 -4.79636  0.35
H -3.11302 -2.73576 -5.61448  0.29
O -1.00291 6.21320 0.92151  -0.64
H -0.50929 6.45132 0.13673  0.28
H -0.33755 6.11295 1.60231  0.31
O -1.58307 -1.26378 -3.34179  -0.14
H -0.99182 -0.81171 -2.73988  0.10
H -2.40496 -0.77683 -3.28181  0.29
O 2.76087 -3.42401 5.54278  -0.63
H 1.87916 -3.22713 5.22645  0.33
H 2.62559 -4.04088 6.26208  0.26
O 1.69952 1.61348 5.31521  -0.64
H 1.41550 1.48170 6.21976  0.28
H 1.15311 1.01754 4.80285  0.50
O -4.94631 1.87298 -1.11006  -0.71
H -4.07123 2.11127 -0.80400  0.19
H -5.45138 2.68369 -1.04776  0.25
O 1.18856 -0.93315 -4.76281  -0.56
H 0.32418 -1.23775 -4.48659  0.27
H 1.72651 -1.72461 -4.78380  0.29
O -1.70614 -3.81516 3.56353  -0.66
H -1.78948 -4.74184 3.78838  0.25
H -1.40847 -3.81479 2.65379  0.39
O 4.24608 -0.30471 4.75363  -0.64
H 3.64812 0.43291 4.87444  0.32
H 4.34432 -0.38108 3.80455  0.39
O 0.11053 -0.08583 3.93274  -0.41
H 0.49223 -0.28179 3.07709  0.29
H -0.08424 -0.94340 4.31073  0.20
O -2.17888 4.38599 -1.21807  -0.48
H -1.54612 4.73243 -1.84723  0.25
H -1.94268 4.79947 -0.38773  0.27
O 4.24318 -1.17196 -0.75556  -0.66
H 3.29040 -1.08469 -0.78390  0.33
H 4.51878 -1.09205 -1.66873  0.16
O 3.59296 0.03722 2.15296  -0.49
H 2.71861 0.19612 1.79731  0.13
H 4.17109 0.06654 1.39063  0.18
O -1.27157 -4.64405 0.97975  -0.73
H -1.95232 -5.14389 0.52924  0.26
H -0.91311 -4.06580 0.30642  0.31
O 6.44799 3.32915 -2.20166  -0.64
H 6.45332 4.09710 -1.63030  0.30
H 5.56906 2.96301 -2.10340  0.32
O -3.64816 2.30433 5.37145  -0.62
H -3.00341 2.68643 4.77602  0.39
H -3.78817 2.97735 6.03753  0.26
O 3.61988 -3.03837 3.01884  -0.57
H 3.04744 -2.28462 2.87600  0.25
H 3.57507 -3.19852 3.96149  0.36
O -3.06834 1.80139 1.14958  -0.34
H -2.11803 1.68844 1.16925  0.38
H -3.41338 1.00095 1.54516  0.30
O 3.40857 -6.66500 -0.77843  -0.59
H 2.98218 -7.26504 -1.39029  0.30
H 3.06447 -5.80216 -1.00937  0.32
O 0.22518 4.49564 3.26022  -0.52
H 0.37010 4.88510 4.12252  0.24
H -0.60841 4.03249 3.34309  0.36

Properties
HOMO-LUMO gap, eV: 8.68
LUMO, eV: 1.16
Energy relative to the best compared isomer or geometry (same formula, charge and spin), kJ/mol: 33.6
HOMO level, eV: -7.5
F_max, eV/A: 2.362
DFT total energy, a.u.: -5969.3480
Net charge: -1

---

(3)
The following is a DFT calculation (wB97M-V/def2-TZVPD) of a structure of composition B3F8H4O2V.

Each line ends with the Mulliken charge.
Positions of all 18 atoms, in Å:
O -15.14888 -7.21395 18.56118  -0.53
V -15.65032 -8.40429 17.67940  1.85
O -14.50799 -8.89144 16.68125  -0.50
B -14.64040 -11.36129 21.11686  -0.06
H -15.49931 -10.72107 20.98783  -0.24
H -13.79722 -10.88498 20.64104  -0.19
H -14.42546 -11.41671 22.17279  -0.17
H -14.74900 -12.34681 20.69120  -0.17
B -17.54723 -6.67915 12.94437  0.60
F -17.68136 -6.62596 14.30551  -0.39
F -18.50109 -7.61565 12.51612  -0.41
F -17.83849 -5.47163 12.42943  -0.37
F -16.18541 -6.87164 12.69020  -0.43
B -19.92471 -11.08769 18.44410  0.59
F -18.98353 -11.46748 17.56172  -0.41
F -21.14815 -11.27533 17.94262  -0.38
F -19.89493 -11.89791 19.52526  -0.40
F -19.54202 -9.82753 18.68154  -0.39

Properties
HOMO-LUMO gap, eV: 4.01
LUMO, eV: 0.00
Energy relative to the best compared isomer or geometry (same formula, charge and spin), kJ/mol: 171.5
HOMO level, eV: -4.0
F_max, eV/A: 4.825
DFT total energy, a.u.: -1970.6410
Net charge: -2

---

(4)
The following is a DFT calculation (wB97M-V/def2-TZVPD) of a structure of composition B3H12Sn.

Each line ends with the natural charge from an NBO analysis.
Positions of all 16 atoms, in Å:
Sn 1.86533 -0.54704 0.85742  1.47
B -0.89504 -2.28108 0.53625  -0.81
H -1.09063 -3.31219 0.28560  0.00
H -0.28562 -2.14565 1.41631  -0.05
H -0.45856 -1.78674 -0.31778  0.01
H -1.87475 -1.86912 0.72247  0.03
B 0.99044 0.72936 -1.99864  -0.88
H 1.93789 0.21442 -2.03634  -0.03
H 0.31238 0.05828 -1.49455  0.01
H 1.02795 1.63780 -1.41761  0.01
H 0.73214 0.95498 -3.02167  0.05
B -0.46044 1.67744 1.31186  -0.83
H -0.99480 0.91306 0.76924  0.02
H 0.14610 2.20259 0.59037  0.01
H -1.12423 2.38953 1.77723  0.03
H 0.17182 1.16435 2.01983  -0.06

Properties
HOMO-LUMO gap, eV: 6.46
LUMO, eV: 0.82
Energy relative to the best compared isomer or geometry (same formula, charge and spin), kJ/mol: 444.6
HOMO level, eV: -5.6
F_max, eV/A: 5.989
DFT total energy, a.u.: -295.6692
Net charge: -1

---

(5)
The following is a DFT calculation (wB97M-V/def2-TZVPD) of a structure of composition B5CaH20.

Each line ends with the Mulliken charge.
Positions of all 26 atoms, in Å:
Ca -0.19823 -0.22451 -0.01229  4.51
B 0.82663 0.02427 1.51874  0.14
H 0.03434 0.75630 1.49327  0.18
H 1.52466 0.33138 2.28208  -0.39
H 0.38554 -0.91156 1.82517  -0.26
H 1.36391 -0.04227 0.58540  0.18
B -0.08107 -1.96710 0.23459  -0.72
H 0.72042 -1.27727 0.44904  -0.13
H 0.38440 -2.91725 0.02292  -0.36
H -0.65379 -2.02181 1.14740  -0.30
H -0.64998 -1.54901 -0.58136  -0.25
B -0.02084 -0.03225 -1.76281  -0.19
H 0.84693 0.35177 -1.24926  0.05
H 0.13038 0.10549 -2.82225  -0.43
H -0.09845 -1.06938 -1.47545  -0.19
H -0.90759 0.45932 -1.39364  -0.69
B -1.92883 0.22154 0.04773  -0.27
H -1.12659 0.88729 0.32597  -0.82
H -2.73778 0.25905 0.76079  -0.37
H -2.33962 0.63235 -0.86153  -0.40
H -1.64053 -0.81535 -0.02954  -0.50
B 1.22466 1.76152 -0.09636  -0.29
H 0.31579 1.25722 0.19326  -0.54
H 1.13460 2.19256 -1.08142  -0.31
H 1.47034 2.55438 0.59303  -0.41
H 2.02070 1.03333 -0.11347  -0.26

Properties
HOMO-LUMO gap, eV: 4.06
LUMO, eV: 8.60
Energy relative to the best compared isomer or geometry (same formula, charge and spin), kJ/mol: 3409.6
HOMO level, eV: 4.5
F_max, eV/A: 11.057
DFT total energy, a.u.: -812.2515
Net charge: -3

---

(6)
The following is a DFT calculation (wB97M-V/def2-TZVPD) of a structure of composition BCsF4.

Each line ends with the Mulliken charge.
Positions of all 6 atoms, in Å:
Cs -8.57730 9.37799 19.28410  1.01
B -8.42939 12.91206 19.55369  0.61
F -9.68487 12.35950 19.89489  -0.43
F -7.77639 13.38397 20.68541  -0.36
F -7.58117 11.90540 18.97159  -0.47
F -8.57906 13.93991 18.60270  -0.37

Properties
HOMO-LUMO gap, eV: 10.27
LUMO, eV: -0.96
Energy relative to the best compared isomer or geometry (same formula, charge and spin), kJ/mol: 9.0
HOMO level, eV: -11.2
F_max, eV/A: 1.668
DFT total energy, a.u.: -444.7166
Net charge: 0